Record 1
{
  "formula": "C8H26GdN4O5",
  "method": "ωB97M-V/def2-TZVPD",
  "total_energy_ha": -1680.9787,
  "spin_multiplicity": 8,
  "e_lumo_ev": [-4.383, -4.368],
  "de_lowest_kcal_mol": 38.5,
  "charge": 1,
  "e_homo_ev": [-10.6, -9.4],
  "s_squared": 16.12,
  "symbols": ["O", "H", "Gd", "N", "N", "O", "O", "C", "C", "C", "C", "H", "H", "H", "H", "H", "H", "H", "H", "O", "H", "H", "C", "H", "H", "H", "O", "H", "H", "N", "C", "C", "C", "N", "H", "H", "H", "H", "H", "H", "H", "H", "H", "H"],
  "xyz": [[-0.484, -1.362, -2.029], [-1.226, -0.963, -3.039], [1.110, -0.603, 0.105], [2.126, 1.175, -1.180], [0.272, 1.697, 0.311], [3.262, 0.790, -1.914], [-0.554, 2.010, 1.430], [1.790, 2.467, -1.235], [0.661, 2.761, -0.402], [2.520, 3.496, -2.029], [0.050, 4.112, -0.238], [3.397, 3.050, -2.505], [2.844, 4.324, -1.380], [1.873, 3.931, -2.806], [0.276, 4.570, 0.739], [-1.040, 4.087, -0.383], [0.454, 4.784, -1.004], [3.365, -0.156, -1.613], [-0.783, 2.962, 1.288], [0.976, 0.086, 2.494], [1.669, 0.207, 3.167], [0.402, 0.898, 2.506], [-1.923, -1.509, -3.765], [-1.627, -2.557, -3.857], [-1.889, -1.027, -4.745], [-2.948, -1.490, -3.381], [2.740, -1.490, -0.597], [0.132, -1.988, -2.448], [3.445, -2.132, -0.784], [-1.355, -1.072, 0.664], [-1.822, -1.982, 1.735], [-1.555, -3.453, 1.436], [-0.152, -3.830, 0.966], [0.892, -2.849, 1.362], [-1.588, -1.411, -0.283], [-1.770, -0.145, 0.776], [-1.329, -1.678, 2.666], [-2.901, -1.845, 1.882], [-1.783, -4.028, 2.343], [-2.268, -3.802, 0.677], [0.118, -4.813, 1.377], [-0.124, -3.915, -0.126], [1.822, -3.254, 1.248], [0.807, -2.619, 2.354]],
  "forces_ev_per_angstrom": [[3.9, 0.1, 4.4], [-1.3, -0.2, -1.5], [-3.7, -1.3, -0.2], [1.6, 2.9, -1.6], [-0.1, 3.7, -0.1], [-1.5, 0.7, 0.8], [-0.1, 0.9, -1.7], [2.1, -3.3, -1.5], [-2.0, -2.4, 2.7], [0.1, 0.2, -0.1], [0.3, 0.5, -0.4], [-0.2, 0.1, 0.1], [-0.1, -0.2, -0.1], [0.1, -0.2, 0.2], [0.0, -0.2, -0.2], [0.2, -0.1, 0.1], [-0.2, -0.1, 0.3], [-0.3, 0.3, 0.0], [-0.1, -0.9, 0.7], [0.0, 0.8, 0.6], [-0.4, 0.0, -0.3], [0.6, -0.8, 0.2], [-1.3, 0.3, -1.5], [0.1, 0.2, 0.0], [-0.2, -0.2, -0.1], [0.1, 0.1, -0.1], [3.3, -1.6, -1.2], [-0.3, 0.2, 0.0], [-0.5, 0.3, 0.1], [-0.2, 0.0, -0.1], [-0.2, 0.4, -0.2], [-0.3, -0.2, 0.0], [0.6, -0.1, -0.1], [0.2, 0.1, 0.4], [0.0, 0.1, 0.4], [-0.1, -0.4, 0.0], [0.0, -0.1, -0.1], [0.2, -0.2, 0.1], [-0.1, 0.2, -0.1], [0.1, 0.1, 0.1], [-0.2, 0.1, -0.2], [0.0, 0.1, 0.2], [-0.3, 0.0, 0.0], [0.0, -0.2, -0.2]]
}

---

Record 2
{
  "formula": "C4H8BN",
  "method": "ωB97M-V/def2-TZVPD",
  "total_energy_ha": -236.7193,
  "e_lumo_ev": 0.694,
  "de_lowest_kcal_mol": 71.7,
  "e_homo_ev": -8.4,
  "symbols": ["B", "C", "C", "C", "C", "N", "H", "H", "H", "H", "H", "H", "H", "H"],
  "xyz": [[-2.530, 0.004, 0.889], [-1.287, -0.032, -0.734], [0.871, -1.285, -0.297], [0.555, 1.322, -0.683], [-0.015, -0.046, -0.567], [-2.471, 0.165, -0.528], [-3.217, -0.887, 1.238], [-2.092, 0.829, 1.503], [1.964, -1.159, -0.371], [0.567, -2.113, -1.006], [0.673, -1.388, 0.734], [-0.106, 2.033, -0.154], [1.558, 1.193, -0.246], [0.822, 1.602, -1.727]],
  "forces_ev_per_angstrom": [[-1.9, -0.8, -0.6], [-0.5, -0.6, 0.4], [-0.7, 0.4, -1.9], [1.6, 0.2, -0.1], [2.2, -0.7, -1.2], [-1.2, -0.1, -1.3], [0.1, -0.3, 0.5], [1.0, 1.3, 1.5], [-0.6, 0.5, -0.4], [0.3, 0.6, 1.4], [-0.1, -1.4, 1.2], [0.8, 0.1, -0.5], [-0.3, 0.8, 0.5], [-0.7, 0.1, 0.5]]
}

---

Record 3
{
  "formula": "C32H50N5OOsP2SSb",
  "method": "ωB97M-V/def2-TZVPD",
  "total_energy_ha": -3009.6240,
  "e_lumo_ev": [-6.679, -6.678],
  "charge": 2,
  "e_homo_ev": [-12.0, -12.0],
  "symbols": ["Os", "N", "C", "S", "N", "N", "C", "C", "C", "C", "C", "C", "C", "O", "H", "H", "H", "H", "H", "H", "H", "C", "P", "C", "N", "C", "C", "C", "C", "C", "C", "N", "C", "P", "C", "C", "C", "C", "C", "C", "C", "C", "C", "H", "H", "H", "H", "H", "H", "H", "H", "H", "H", "H", "H", "H", "H", "H", "H", "H", "H", "H", "H", "H", "H", "H", "H", "H", "H", "H", "H", "C", "C", "Sb", "C", "C", "C", "C", "H", "H", "H", "H", "H", "H", "H", "H", "H", "H", "H", "H", "H", "H", "H"],
  "xyz": [[0.502, -1.320, 0.003], [3.471, -1.944, 3.032], [2.609, -2.069, 2.020], [1.848, -0.528, 1.459], [2.281, -3.213, 1.534], [1.369, -3.144, 0.484], [0.999, -4.294, 0.071], [0.272, -4.571, -1.159], [0.244, -5.947, -1.444], [-0.166, -6.464, -2.652], [-0.517, -5.579, -3.652], [-0.530, -4.218, -3.394], [-0.209, -3.702, -2.150], [-0.349, -2.265, -1.901], [3.805, -1.037, 3.310], [3.954, -2.759, 3.375], [1.362, -5.154, 0.624], [0.600, -6.619, -0.674], [-0.165, -7.531, -2.823], [-0.782, -5.929, -4.640], [-0.768, -3.592, -4.233], [0.153, 2.130, 0.626], [-0.717, 0.652, 0.035], [-1.322, 1.239, -1.575], [-1.697, 2.495, -1.669], [-2.166, 2.966, -2.840], [-2.558, 4.320, -2.955], [-3.042, 4.772, -4.146], [-3.156, 3.909, -5.269], [-2.784, 2.600, -5.191], [-2.277, 2.106, -3.967], [-1.886, 0.823, -3.851], [-1.413, 0.399, -2.700], [-0.884, -1.294, -3.157], [-2.509, -1.931, -3.673], [0.561, -1.089, -4.339], [1.649, -2.165, -4.217], [1.237, 0.238, -3.927], [0.047, -1.044, -5.781], [-2.275, 0.445, 1.075], [-2.017, 1.016, 2.471], [-2.573, -1.055, 1.190], [-3.492, 1.138, 0.456], [-0.493, 3.003, 0.583], [1.021, 2.290, -0.015], [0.495, 1.975, 1.652], [-2.466, 4.960, -2.088], [-3.349, 5.804, -4.247], [-3.548, 4.303, -6.196], [-2.867, 1.930, -6.036], [-2.923, -1.210, -4.371], [-3.095, -1.906, -2.750], [-2.549, -2.926, -4.088], [2.074, -2.219, -3.214], [2.453, -1.856, -4.888], [1.342, -3.151, -4.542], [1.573, 0.216, -2.886], [0.617, 1.114, -4.099], [2.121, 0.351, -4.556], [-0.314, -2.022, -6.105], [0.890, -0.781, -6.423], [-0.734, -0.303, -5.933], [-2.889, 0.817, 3.097], [-1.149, 0.557, 2.951], [-1.863, 2.095, 2.452], [-1.774, -1.596, 1.702], [-2.731, -1.516, 0.207], [-3.493, -1.196, 1.761], [-3.356, 2.216, 0.374], [-4.354, 0.957, 1.102], [-3.737, 0.744, -0.533], [-0.081, 3.649, 6.157], [1.410, 3.367, 6.005], [1.799, 1.782, 4.600], [1.831, 0.088, 5.964], [1.742, 0.419, 7.449], [3.943, 2.041, 4.499], [4.357, 2.997, 3.385], [-0.267, 4.427, 6.899], [-0.629, 2.760, 6.477], [-0.522, 3.982, 5.215], [1.860, 3.106, 6.962], [1.939, 4.246, 5.631], [2.760, -0.449, 5.756], [1.016, -0.574, 5.668], [2.559, 1.067, 7.769], [1.794, -0.488, 8.054], [0.808, 0.924, 7.697], [4.403, 1.057, 4.363], [4.282, 2.401, 5.471], [4.009, 2.650, 2.409], [5.441, 3.110, 3.330], [3.937, 3.992, 3.542]],
  "forces_ev_per_angstrom": [[-0.3, -0.2, 0.0], [0.1, 0.0, -0.1], [-0.2, -0.2, -0.1], [-0.1, 0.1, -0.3], [0.1, 0.0, 0.1], [0.1, 0.2, 0.1], [0.1, 0.1, 0.0], [-0.1, 0.0, 0.0], [0.0, 0.0, 0.0], [0.0, 0.0, 0.0], [0.0, 0.0, 0.0], [-0.1, 0.1, 0.0], [0.1, -0.1, 0.1], [-0.1, -0.1, -0.1], [0.0, 0.0, 0.0], [0.0, 0.0, 0.0], [0.0, 0.0, 0.0], [0.0, 0.0, 0.0], [0.0, 0.0, 0.0], [0.0, 0.0, 0.0], [0.0, 0.2, 0.0], [-0.1, 0.0, 0.0], [0.2, 0.0, 0.2], [0.0, -0.1, 0.0], [0.0, 0.0, 0.0], [0.0, 0.0, -0.1], [0.0, 0.0, 0.0], [0.0, 0.0, 0.0], [0.0, -0.1, 0.0], [0.0, 0.0, 0.0], [0.0, 0.0, 0.1], [0.1, -0.1, 0.0], [0.0, 0.1, -0.2], [0.1, 0.0, 0.0], [0.2, 0.0, 0.2], [0.0, 0.2, 0.2], [0.0, 0.0, 0.0], [0.1, 0.0, -0.2], [0.0, 0.0, 0.0], [0.0, 0.0, -0.1], [0.1, -0.1, 0.0], [0.0, 0.0, -0.1], [0.0, 0.0, 0.0], [0.0, 0.0, 0.0], [0.0, 0.0, 0.0], [0.0, 0.0, 0.0], [0.0, 0.0, 0.0], [0.0, 0.0, 0.0], [0.0, 0.0, 0.0], [0.0, 0.0, 0.0], [0.0, 0.0, 0.0], [-0.1, 0.0, 0.0], [0.1, -0.1, 0.0], [-0.1, 0.0, 0.0], [0.0, 0.0, 0.0], [0.0, -0.1, 0.0], [-0.1, 0.0, 0.0], [-0.1, 0.0, 0.0], [0.0, 0.0, 0.0], [0.0, 0.0, 0.0], [0.0, 0.0, 0.0], [0.0, 0.0, 0.0], [0.0, 0.0, 0.0], [0.0, 0.0, 0.0], [0.0, 0.0, 0.0], [0.0, 0.0, 0.0], [0.0, 0.0, 0.0], [0.0, 0.0, 0.0], [0.0, 0.0, 0.0], [0.0, 0.0, 0.0], [0.0, 0.0, 0.0], [0.0, 0.0, 0.0], [0.0, 0.0, -0.1], [0.0, 0.0, 0.1], [0.0, 0.0, 0.0], [0.0, 0.0, 0.0], [0.0, 0.0, 0.0], [0.0, 0.0, 0.0], [0.0, 0.0, 0.0], [0.0, 0.0, 0.0], [0.0, 0.0, 0.0], [0.0, 0.0, 0.0], [0.0, 0.0, 0.0], [0.0, 0.0, 0.0], [0.0, 0.0, 0.0], [0.0, 0.0, 0.0], [0.0, 0.0, 0.0], [0.0, 0.0, 0.0], [0.0, 0.0, 0.0], [0.0, 0.0, 0.0], [0.0, 0.0, 0.0], [0.0, 0.0, 0.0], [0.0, 0.0, 0.0]]
}

---

Record 4
{
  "formula": "C3H8NO2",
  "method": "ωB97M-V/def2-TZVPD",
  "total_energy_ha": -323.9811,
  "e_lumo_ev": -3.528,
  "de_lowest_kcal_mol": 91.7,
  "charge": 1,
  "e_homo_ev": -13.9,
  "symbols": ["C", "C", "C", "N", "O", "O", "H", "H", "H", "H", "H", "H", "H", "H"],
  "xyz": [[-0.159, -1.461, -0.221], [-0.744, 0.441, -0.435], [0.439, 0.687, 0.456], [1.110, -0.686, 0.330], [-1.952, 0.727, 0.117], [1.363, 1.585, -0.033], [-0.783, -1.614, 0.599], [-0.215, -2.109, -1.036], [-0.739, 0.504, -1.563], [0.055, 0.743, 1.416], [1.275, -1.174, 1.182], [1.918, -0.525, -0.237], [-2.543, 0.430, -0.563], [0.976, 2.451, -0.013]],
  "forces_ev_per_angstrom": [[-0.3, 6.1, 0.1], [-0.2, -4.1, -1.7], [0.8, -1.2, -2.7], [-2.8, -0.4, -0.6], [1.1, 0.0, 0.1], [0.3, -0.6, 0.7], [-0.5, -0.9, 1.4], [0.9, -0.9, -1.1], [0.7, 0.6, 1.4], [-0.3, 0.8, 2.3], [1.1, 0.1, 1.0], [0.8, -0.6, -0.6], [-1.4, 0.1, -0.2], [-0.1, 1.1, 0.0]]
}